Record 1
38
Properties=species:S:1:pos:R:3:lowdin_spin:R:1 method="wB97M-V/def2-TZVPD" e_lumo_ha="0.088 / 0.089" gap_ev="1.63 / 5.95" spin_multiplicity=3 charge=-1 fmax_ha_per_bohr=0.066
C -2.1791 0.6756 -1.4281 0.015
Ni 0.0901 -0.2659 -0.0562 0.887
N 1.7345 0.0427 1.1179 0.036
N 0.7939 -0.5694 -1.7525 0.009
H 1.9067 -0.7464 1.7674 0.002
H -1.3561 1.0964 -0.8151 0.001
H -3.0872 1.2276 -1.1547 0.002
H -2.3546 -0.3908 -1.2361 0.005
H -2.0018 0.8746 -2.4923 0.000
H 1.2019 -1.5098 -1.7957 0.004
H 1.5256 0.1139 -1.9436 -0.001
H 0.0918 -0.4989 -2.4881 0.006
H 2.5963 0.2017 0.5831 0.003
H 1.5365 0.8685 1.7074 0.004
C -3.1387 1.7313 4.1695 0.004
C -3.0156 0.2177 4.1447 0.032
C -1.6517 -0.4480 3.8085 0.047
C -0.6104 -0.1923 4.9281 0.028
C -0.2485 1.2475 5.2350 0.005
C -1.9186 -1.9740 3.8123 0.153
O -2.2590 -2.6026 4.8100 0.137
N -1.7855 -2.6720 2.6267 -0.004
C -1.2799 -2.2127 1.4150 0.180
O -1.1664 -2.9275 0.4161 0.167
N -0.8949 -0.8752 1.4345 0.004
C -1.0762 -0.0059 2.4566 0.148
O -0.6802 1.1737 2.2654 0.110
H -2.5431 2.1881 4.9642 0.000
H -4.1846 1.9829 4.3812 0.003
H -2.8661 2.1945 3.2141 0.001
H -3.2848 -0.1689 5.1390 0.001
H -3.7732 -0.1829 3.4506 0.003
H -1.0062 -0.6629 5.8396 0.001
H 0.3005 -0.7576 4.6686 0.004
H -1.0274 1.7295 5.8345 0.001
H 0.6680 1.2652 5.8359 0.003
H -0.0739 1.8271 4.3171 0.001
H -1.9882 -3.6660 2.6292 -0.002



Record 2
39
Properties=species:S:1:pos:R:3:nbo_charge:R:1 method="wB97M-V/def2-TZVPD" e_lumo_ha=-0.116 gap_ev=9.28 charge=+1 e_above_lowest_kcal_mol=13.14 fmax_ha_per_bohr=0.054
Pb -1.2539 -0.4637 1.7727 1.355
N -1.7365 -2.6532 0.5419 -0.701
N -1.4677 -2.3452 -0.7875 -0.529
C -0.7188 -1.2268 -1.1849 0.881
O -0.2397 -1.2519 -2.3080 -0.671
O -0.6036 -0.3061 -0.3096 -0.870
H -1.0903 -3.4194 0.9453 0.387
H -2.7402 -3.0017 0.6608 0.395
H -1.4766 -3.1442 -1.4574 0.399
C 0.4873 2.6221 1.8524 -0.633
C -0.9456 3.0266 1.6998 -0.073
O -1.6522 2.0454 0.9363 -0.601
C -2.5961 2.5159 -0.0619 -0.053
C -3.3856 1.3707 -0.5549 -0.631
H 0.9334 3.3882 2.4626 0.241
H 1.0036 2.6579 0.9681 0.209
H 0.6772 1.6259 2.2700 0.191
H -1.0651 4.0109 1.2454 0.199
H -1.5472 3.2348 2.6257 0.188
H -1.9765 2.9914 -0.8100 0.192
H -3.2697 3.2300 0.4290 0.181
H -2.7678 0.6976 -1.1509 0.228
H -4.2326 1.6745 -1.1079 0.240
H -3.8091 0.8293 0.3402 0.198
C 1.9313 -3.1322 -0.5788 -0.426
N 2.2024 -1.7463 -0.5212 -0.383
C 2.7571 -1.0094 -1.6520 -0.228
C 2.9284 0.3867 -1.0686 -0.231
N 2.4032 0.2391 0.2879 -0.562
C 1.9484 -0.9705 0.5226 0.401
S 1.2389 -1.4387 2.0081 -0.322
H 2.8981 -3.6377 -0.7032 0.216
H 1.3075 -3.4074 -1.4683 0.224
H 1.4799 -3.5950 0.2864 0.233
H 2.0720 -1.0362 -2.5184 0.261
H 3.7256 -1.4865 -1.9329 0.215
H 2.3821 1.1292 -1.6405 0.228
H 3.9983 0.6847 -1.0381 0.220
H 2.2002 0.9112 0.9994 0.428



Record 3
43
Properties=species:S:1:pos:R:3:mulliken_charge:R:1 method="wB97M-V/def2-TZVPD" e_lumo_ha=0.087 gap_ev=7.50 charge=-1 e_above_lowest_kcal_mol=0.00 fmax_ha_per_bohr=0.089
O -0.8293 2.7510 1.9243 -0.748
V -0.4003 1.7593 0.7986 1.074
O -1.1827 0.3639 1.0238 -0.643
C 3.3337 0.7220 2.7935 -1.599
C 1.9208 1.2957 2.6312 1.053
C 1.8728 2.7416 3.1336 -1.563
O 1.5206 1.0946 1.2980 -0.462
H 4.0551 1.5039 2.5269 0.387
H 3.5156 -0.1630 2.1889 0.348
H 3.5101 0.5224 3.8562 0.375
H 1.2344 0.7209 3.2801 0.035
H 2.1764 3.4833 2.3936 0.257
H 2.5827 2.8501 3.9682 0.423
H 0.9088 2.9644 3.5846 0.373
C -0.5904 2.3669 -3.2761 -1.247
C -0.4474 2.1694 -1.7928 1.532
O 0.5124 1.5285 -1.3249 -0.703
O -1.3319 2.6005 -0.9928 -0.768
H -0.4728 3.4354 -3.4750 0.385
H -1.6122 2.1353 -3.5814 0.283
H 0.1324 1.7927 -3.8450 0.243
O 1.0337 -1.2301 -1.0339 -0.510
S -0.0597 -1.8782 -1.6562 1.209
O -0.3684 -3.2453 -1.3423 -0.631
O -1.3943 -1.0023 -1.5110 -0.149
C -2.6298 -1.6640 -1.7532 -0.273
C -3.5942 -0.6252 -2.3089 -1.173
C 0.1450 -1.7406 -3.4131 -0.848
H -3.0836 -2.1035 -0.8645 0.229
H -2.5476 -2.4602 -2.4985 0.409
H -4.5464 -1.1184 -2.5201 0.422
H -3.2280 -0.2275 -3.2574 0.248
H -3.7529 0.1895 -1.6052 0.295
H 0.1251 -0.6829 -3.6577 0.066
H -0.6759 -2.2604 -3.9027 0.331
H 1.0895 -2.2293 -3.6382 0.401
C 0.6896 -2.4675 1.9615 -0.518
N 0.1443 -2.1780 3.3151 1.024
O 0.9341 -2.2068 4.2406 -0.614
O -1.0412 -1.9515 3.4277 -0.549
H 0.9973 -3.5076 1.9437 0.329
H 1.4684 -1.7520 1.7068 0.159
H -0.1136 -2.2972 1.2542 0.108



Record 4
32
Properties=species:S:1:pos:R:3:nbo_charge:R:1 method="wB97M-V/def2-TZVPD" e_lumo_ha="-0.016 / 0.017" gap_ev="7.44 / 9.24" e_above_lowest_kcal_mol=134.45 fmax_ha_per_bohr=0.079
C 1.2970 -1.4186 0.5137 -0.029
C 0.9426 -2.4358 1.2023 -0.091
C 1.9169 -3.5268 1.3799 -0.658
C -0.4183 -2.3804 1.7966 -0.628
C -0.0128 -0.2170 -2.7031 -0.631
C -0.1927 1.9170 1.8500 -1.116
C -2.0144 2.6455 -0.6505 -1.135
C 0.8498 2.7285 -0.8724 -1.129
C -0.9791 -0.6226 -1.6144 -0.265
N -0.7606 -0.0789 -0.3126 -0.805
Si -0.5203 1.6455 -0.0456 1.774
H 2.1094 -0.6975 0.3558 0.212
H 2.0389 -3.9269 0.3184 0.241
H 1.6982 -4.3831 1.9952 0.225
H 2.7626 -3.0583 1.9489 0.234
H -0.9836 -1.4581 1.5651 0.269
H -0.1480 -2.4197 2.8712 0.213
H -0.9310 -3.2502 1.5561 0.210
H 0.0050 0.7990 -2.9404 0.208
H 1.0378 -0.3293 -2.4387 0.203
H -0.1393 -0.9017 -3.5374 0.212
H 0.3529 2.8430 2.0943 0.234
H -1.2339 2.1039 2.4188 0.228
H 0.2748 1.0320 2.3192 0.237
H -2.1302 3.0199 -1.6564 0.239
H -2.9003 1.9701 -0.4993 0.229
H -2.0405 3.5172 0.1076 0.241
H 1.3046 3.5889 -0.3800 0.241
H 1.5676 2.0637 -1.3954 0.226
H 0.1555 3.2512 -1.8046 0.215
H -1.9841 -0.3315 -2.0006 0.205
H -0.9244 -1.6889 -1.4416 0.192



Record 5
33
Properties=species:S:1:pos:R:3:nbo_charge:R:1 method="wB97M-V/def2-TZVPD" smiles="CCO[P@](C)(=O)[C@H](C)C(C)(C)C" e_lumo_ha=0.030 gap_ev=9.67 e_above_lowest_kcal_mol=0.00 fmax_ha_per_bohr=0.075
C 4.1354 -1.5918 -0.3805 -0.659
C -1.5361 2.1835 0.2450 -0.692
C -1.0875 -1.5487 -0.5640 -0.605
C -2.1663 -0.4791 1.4041 -0.610
C -3.2925 -0.3580 -0.8505 -0.613
C 1.8526 2.1939 -0.2889 -1.003
C 2.7434 -1.4116 0.2755 -0.076
C -1.1449 0.9178 -0.3799 -0.301
C -1.9612 -0.3752 -0.1163 -0.116
O 1.1490 0.5312 1.7765 -1.131
O 1.9618 -0.4359 -0.3866 -0.855
P 1.0004 0.6165 0.3202 2.049
H 4.1502 -2.5717 -0.8861 0.222
H 4.6262 -0.7003 -0.8106 0.238
H 4.8796 -1.7130 0.4488 0.220
H -2.6278 2.3971 0.4557 0.226
H -0.9738 2.4113 1.1779 0.234
H -1.2688 2.9732 -0.3688 0.217
H -1.0550 -1.6527 -1.6300 0.208
H -1.6463 -2.5074 -0.2391 0.211
H 0.0375 -1.4692 -0.3098 0.216
H -2.7353 -1.4067 1.6605 0.207
H -1.2523 -0.4565 1.9325 0.238
H -2.8099 0.3500 1.6324 0.201
H -3.3358 -0.0777 -1.9303 0.220
H -3.7318 -1.4068 -0.8538 0.215
H -3.9858 0.2535 -0.2814 0.211
H 1.4838 3.1211 0.1952 0.241
H 2.8800 2.1717 0.0476 0.240
H 1.8572 2.1375 -1.3842 0.232
H 2.7485 -0.9403 1.3449 0.217
H 2.1107 -2.3037 0.2895 0.183
H -1.0051 1.1480 -1.5452 0.218



Record 6
40
Properties=species:S:1:pos:R:3:lowdin_spin:R:1 method="wB97M-V/def2-TZVPD" e_lumo_ha="-0.036 / -0.004" gap_ev="7.27 / 8.32" spin_multiplicity=3 e_above_lowest_kcal_mol=13.51 fmax_ha_per_bohr=0.016
V -1.2035 -1.0907 -0.6332 2.047
N -1.6556 -0.8316 -2.7003 0.002
C -2.7182 -1.8616 -2.8996 0.005
C -2.9848 -2.4358 -1.5028 0.006
O -2.9171 -3.6206 -1.2725 0.005
O -3.1250 -1.4846 -0.5996 0.012
H -1.9987 0.1085 -2.8604 0.002
H -0.8660 -0.9815 -3.3186 0.003
H -2.3718 -2.6479 -3.5636 0.000
H -3.6257 -1.4117 -3.2977 0.001
Se 2.7783 -3.7920 -0.0813 0.024
C 1.3936 -2.8048 -0.4353 0.020
N 0.4680 -2.1052 -0.6538 -0.011
C 2.5506 0.4733 -0.9961 0.000
Si 1.2973 1.8244 -0.7000 -0.014
C 1.9753 3.0739 0.5185 -0.007
C 0.9357 2.6669 -2.3371 0.001
As -0.8226 1.2046 0.1396 -0.099
Si -0.3787 0.0888 2.1795 0.000
C -0.9970 1.1850 3.5611 0.001
C 1.3920 -0.4104 2.4975 0.001
C -1.4476 -1.4701 2.1272 0.000
H 3.4907 0.9194 -1.3327 0.000
H 2.2117 -0.2226 -1.7642 0.000
H 2.7570 -0.1065 -0.0971 0.000
H 2.8934 3.5248 0.1330 -0.001
H 2.2105 2.6053 1.4763 0.000
H 1.2526 3.8708 0.7004 -0.001
H 1.8435 3.1083 -2.7558 0.000
H 0.1936 3.4583 -2.2202 0.000
H 0.5538 1.9480 -3.0667 0.000
H -0.4242 2.1138 3.5939 0.000
H -0.8974 0.6885 4.5298 0.000
H -2.0465 1.4435 3.4127 0.000
H 2.0687 0.4453 2.4622 0.000
H 1.7392 -1.1565 1.7821 0.000
H 1.4660 -0.8504 3.4959 0.000
H -2.5016 -1.2601 1.9416 0.001
H -1.3798 -1.9545 3.1058 -0.001
H -1.1097 -2.2524 1.4313 0.001